This record from OMol25 describes a 12-piece molecular cluster, C16H56N16O16 overall at a distorted geometry. The level of theory is ωB97M-V/def2-TZVPD.

As for the SMILES: NC(N)=O.NC(N)=O.NC(N)=O.NC(N)=O.NC(N)=O.NC(N)=O.NC(N)=O.NC(N)=O.OCCO.OCCO.OCCO.OCCO. For the HOMO-LUMO gap, the calculation gives 9.44 eV. As for the total charge: 0. As for the HOMO energy: -9.520 eV.

XYZ file:
```
104
Properties=species:S:1:pos:R:3:forces:R:3:lowdin_charge:R:1
N 1.956654 -2.761115 4.779547 -3.68 0.87 -3.12 0.155
C 2.491571 -3.324064 5.839818 -1.36 -1.32 -0.22 -0.849
N 3.725569 -3.070698 5.848528 6.66 1.37 1.17 0.177
O 1.940969 -4.089812 6.565879 -1.98 -1.57 2.22 0.065
H 1.233468 -3.402945 4.487749 -0.50 0.60 -0.65 0.109
H 2.566239 -2.440203 4.040961 -0.34 -0.08 0.03 0.100
H 4.055495 -2.533155 5.059667 0.97 -0.07 0.88 0.112
H 4.276432 -3.361704 6.643487 0.23 0.24 -0.45 0.133
N -1.185661 6.711124 -0.184063 1.91 -1.51 -6.41 0.182
C -1.395077 7.115787 0.987740 -3.07 -1.48 4.27 -0.840
N -0.756557 8.200318 1.308095 1.67 3.05 1.80 0.168
O -2.153287 6.521055 1.743001 -0.78 -0.01 1.09 0.006
H -0.515642 7.321255 -0.630084 -0.46 -0.66 -1.24 0.114
H -1.913269 6.251514 -0.712691 0.29 -0.10 0.09 0.132
H -0.007851 8.542090 0.722656 -0.22 0.38 0.62 0.114
H -0.955594 8.529958 2.241801 0.62 0.22 -0.25 0.123
N 6.351700 -4.033282 -1.772557 6.82 -4.57 0.50 0.177
C 5.337827 -3.319033 -1.975700 0.10 -0.35 -0.27 -0.944
N 4.944232 -2.864083 -0.879828 -4.05 4.44 7.47 0.181
O 4.820443 -3.177575 -2.996743 -3.58 1.47 -7.16 0.097
H 6.686825 -3.980461 -0.821235 0.94 -0.65 -0.77 0.116
H 6.951530 -4.256545 -2.553873 -0.01 -0.19 0.44 0.134
H 5.470834 -2.971079 -0.024644 -0.38 0.28 -0.21 0.120
H 4.222923 -2.157727 -0.850341 0.03 -0.30 -0.02 0.130
N -6.963223 4.817467 -1.560269 -6.56 1.11 -4.17 0.158
C -5.828323 4.715023 -1.018943 3.92 -0.43 -0.95 -0.785
N -6.044758 4.616489 0.276021 1.89 -0.04 4.09 0.159
O -4.780404 4.665402 -1.669025 0.37 -0.05 1.01 0.004
H -7.721488 5.142447 -0.977583 -0.10 -0.22 -0.69 0.114
H -7.100169 4.909193 -2.556727 0.32 -0.08 0.24 0.132
H -5.260209 4.864498 0.861751 -0.22 -0.18 0.28 0.117
H -6.976823 4.787045 0.625686 0.59 -0.11 0.22 0.107
N -5.700521 -0.475270 -5.309548 -0.51 -3.39 -5.51 0.156
C -5.553866 -0.005101 -4.132490 -3.26 2.55 3.35 -0.778
N -4.428348 0.669631 -4.093013 3.69 2.10 2.08 0.152
O -6.460581 0.080638 -3.294289 1.00 -0.84 0.13 0.013
H -6.419496 -1.133057 -5.575039 0.06 0.27 0.34 0.126
H -4.828177 -0.523690 -5.816273 -0.57 -0.46 -0.45 0.106
H -3.841319 0.868140 -4.890565 -0.32 -0.17 0.28 0.107
H -4.201680 1.170082 -3.245503 -0.11 -0.04 -0.17 0.118
N 2.322544 4.074902 -1.550617 -1.41 0.06 5.54 0.175
C 2.781727 4.504899 -2.663395 3.30 3.16 -0.25 -0.816
N 2.534926 3.710437 -3.622783 -0.46 -2.64 -6.19 0.170
O 3.495378 5.518271 -2.822527 -1.15 -0.25 0.53 -0.008
H 1.899939 3.170051 -1.399737 0.00 0.39 0.03 0.109
H 2.469354 4.736521 -0.801755 -0.18 -0.63 0.34 0.120
H 2.954413 4.061998 -4.471631 -0.13 -0.57 -0.21 0.126
H 2.252827 2.740829 -3.603066 -0.06 0.36 0.26 0.118
N 4.535188 1.712447 2.385785 -1.38 0.70 -2.14 0.156
C 5.222773 0.854335 3.125678 -0.81 -3.45 -1.18 -0.747
N 5.614130 1.353701 4.257530 1.66 1.42 3.18 0.170
O 5.309303 -0.353755 2.807039 0.40 1.26 0.18 -0.031
H 4.148636 1.256681 1.571562 -0.13 0.56 -0.08 0.109
H 4.555599 2.719692 2.457492 0.12 -0.40 -0.03 0.110
H 6.330982 0.914379 4.817196 -0.42 0.00 -0.12 0.124
H 5.241973 2.251101 4.533704 0.39 -0.23 0.22 0.114
N 0.665035 3.510176 4.645927 -0.82 -2.07 -1.82 0.155
C 1.294552 4.131179 5.644239 3.06 -2.32 1.99 -0.756
N 1.143177 5.417652 5.691340 -1.59 3.80 -0.45 0.161
O 2.063282 3.547717 6.423280 -0.55 -0.08 -0.73 -0.002
H 1.106018 2.638520 4.389319 -0.29 -0.09 0.31 0.107
H 0.181129 3.930922 3.865592 0.16 0.46 0.41 0.101
H 1.557083 6.005364 6.400829 -0.25 -0.51 -0.02 0.124
H 0.308068 5.716352 5.208157 0.27 0.82 0.22 0.109
O -3.138245 -3.951877 -1.014932 0.19 0.00 -0.08 -0.048
C -2.941723 -4.429949 -2.319646 -0.50 -0.39 -1.30 -0.282
C -3.404936 -5.871673 -2.522683 0.00 1.01 0.13 -0.232
O -4.828178 -5.936764 -2.375512 0.19 -0.02 0.82 -0.067
H -4.087059 -3.812222 -0.972099 -0.18 0.06 0.42 0.087
H -3.529751 -3.860397 -3.039335 -0.08 0.48 -0.07 0.111
H -1.910456 -4.345304 -2.662317 0.25 0.06 0.56 0.117
H -2.904525 -6.400164 -1.711272 -0.36 -0.72 -0.14 0.115
H -3.036057 -6.171322 -3.503626 -0.17 -0.40 0.00 0.118
H -5.372521 -6.145274 -3.138276 0.71 -0.05 -0.31 0.085
O -1.315249 1.863411 -0.711549 0.11 -0.76 -1.14 -0.092
C -0.710435 1.616610 0.558340 -1.29 0.16 -0.47 -0.239
C -0.013400 0.256086 0.547138 0.80 1.12 -0.51 -0.185
O 1.250913 0.380095 -0.191069 -0.94 -0.49 0.75 -0.090
H -1.616955 2.773230 -0.764631 -0.05 0.03 0.14 0.077
H -0.116319 2.521767 0.684102 0.74 -0.54 1.01 0.111
H -1.564078 1.588953 1.235561 0.32 -0.01 0.76 0.116
H -0.687596 -0.501203 0.147077 0.02 0.13 -0.57 0.120
H 0.184265 -0.127485 1.548097 0.43 0.47 0.09 0.114
H 1.045140 0.283750 -1.123808 -0.11 -0.04 -0.13 0.063
O -1.291621 -5.207493 2.847669 1.31 -1.57 -0.52 -0.083
C -0.592701 -6.426763 2.361480 -1.42 -0.28 0.15 -0.208
C -0.512591 -7.520413 3.409964 0.85 0.95 0.99 -0.241
O 0.619299 -7.332993 4.264636 0.05 -0.28 0.01 -0.076
H -1.626540 -4.854962 2.019936 -0.24 0.46 0.11 0.061
H -1.235202 -6.867899 1.599450 0.04 0.18 -0.46 0.107
H 0.395278 -6.234095 1.943311 0.00 0.30 0.12 0.117
H -0.351053 -8.520209 3.006946 -0.16 0.21 -0.43 0.120
H -1.430857 -7.525128 3.997194 -0.21 -0.04 -0.03 0.119
H 0.536198 -6.523513 4.773979 -0.17 0.15 0.08 0.076
O 1.670542 -0.484942 -4.539101 1.37 1.43 -0.31 -0.045
C 0.432011 -1.028729 -4.747350 -1.51 -1.72 0.10 -0.298
C 0.399572 -2.307121 -5.598308 1.66 1.58 0.39 -0.239
O 1.225887 -3.338287 -5.088774 -1.06 -0.60 0.39 -0.053
H 2.363137 -1.120604 -4.344573 -0.19 -0.31 0.16 0.084
H -0.039325 -1.231087 -3.785579 -0.29 -0.08 0.21 0.113
H -0.227305 -0.371168 -5.313947 0.27 0.66 0.18 0.117
H 0.852444 -1.978358 -6.533691 -0.52 -0.19 -0.63 0.117
H -0.662839 -2.536415 -5.680878 0.30 -0.85 -0.15 0.120
H 2.144408 -3.063020 -5.042443 0.05 0.08 -0.16 0.076
```
Positions in Å, forces in eV/Å.

This record from OMol25 describes a 12-piece molecular cluster, C16H56O12 overall at a distorted geometry. The level of theory is ωB97M-V/def2-TZVPD.

As for the SMILES: CCO.CCO.CCO.CCO.CO.CO.CO.CO.CO.CO.CO.CO. For the HOMO-LUMO gap, the calculation gives 9.58 eV. As for the total charge: 0. As for the HOMO energy: -9.439 eV.

XYZ file:
```
84
Properties=species:S:1:pos:R:3:forces:R:3:lowdin_charge:R:1
C 1.358128 -15.310844 -29.967576 -0.19 -0.60 -0.07 -0.086
C 2.280753 -16.499586 -29.783468 0.17 0.07 0.26 -0.319
O 1.543621 -17.593928 -29.234287 -0.16 0.13 0.21 -0.104
H 1.908642 -14.433344 -30.299427 0.01 -0.05 -0.25 0.074
H 0.856628 -15.041351 -29.037839 0.02 -0.15 0.06 0.072
H 0.604680 -15.618504 -30.695214 -0.10 0.42 -0.04 0.073
H 3.095645 -16.210849 -29.109994 0.08 -0.17 -0.06 0.109
H 2.695613 -16.833817 -30.737984 0.16 0.29 -0.05 0.111
H 2.169362 -18.288857 -29.008809 0.03 -0.03 -0.09 0.071
C -0.718273 -20.405471 -28.440350 0.88 1.08 0.43 -0.069
C -0.525123 -21.800991 -28.985427 -0.87 0.14 0.99 -0.283
O -1.646032 -22.655930 -28.701095 0.04 0.11 -0.45 -0.098
H 0.211679 -19.860804 -28.656556 -0.09 0.09 -0.03 0.066
H -0.789195 -20.383778 -27.347662 -0.02 -0.45 0.00 0.068
H -1.508258 -19.740465 -28.786565 -0.28 -0.59 -0.49 0.061
H 0.341813 -22.183310 -28.437603 0.13 -0.26 -0.39 0.092
H -0.365754 -21.834256 -30.062145 0.10 0.11 0.00 0.093
H -1.522891 -23.022661 -27.816286 0.02 -0.36 0.22 0.065
C -1.989730 -26.261186 -26.415530 -0.60 -0.41 -0.49 -0.089
C -0.709202 -25.593011 -25.997986 0.19 -0.31 0.61 -0.321
O -0.814255 -24.219014 -26.308790 0.04 0.52 -0.10 -0.106
H -2.845682 -25.895560 -25.845753 0.10 0.26 -0.03 0.076
H -2.018995 -27.347123 -26.297457 0.45 0.04 0.16 0.075
H -2.182088 -26.087733 -27.477905 0.00 0.16 0.05 0.071
H 0.171447 -26.048452 -26.467136 -0.13 0.05 -0.24 0.111
H -0.565565 -25.733576 -24.917318 -0.03 0.12 -0.03 0.113
H -0.071123 -23.701541 -25.935167 -0.11 -0.29 -0.19 0.045
C -6.046775 -21.598589 -30.169275 -0.18 -0.15 0.36 -0.081
C -4.895026 -20.693362 -29.804854 0.70 0.01 -0.17 -0.290
O -3.659414 -21.241024 -30.303877 -0.30 0.17 0.08 -0.115
H -5.928577 -22.573879 -29.691267 0.04 0.00 -0.01 0.075
H -6.074445 -21.761427 -31.245222 -0.02 0.10 -0.03 0.080
H -7.004628 -21.194580 -29.835320 0.02 0.08 -0.08 0.075
H -4.761963 -20.525534 -28.732052 -0.38 -0.12 0.08 0.113
H -4.994536 -19.704386 -30.256272 -0.07 -0.06 -0.11 0.112
H -3.340611 -21.897690 -29.667967 0.31 0.04 -0.10 0.064
C 2.288054 -21.869395 -25.999051 -0.65 1.53 0.39 -0.114
O 1.093568 -22.453729 -25.498500 0.16 -0.83 -0.23 -0.135
H 3.092243 -22.579661 -26.150375 -0.12 -0.24 0.23 0.080
H 2.113707 -21.314925 -26.928948 -0.11 -0.34 -0.21 0.072
H 2.552137 -21.077811 -25.291636 0.67 -0.25 0.01 0.082
H 0.606133 -21.848837 -24.927328 -0.02 0.30 -0.14 0.054
C -1.370626 -22.336565 -33.268806 0.01 -0.38 0.89 -0.182
O -1.052901 -21.229536 -34.081353 0.11 -0.14 0.17 -0.115
H -1.402640 -22.086641 -32.197078 -0.32 0.32 -0.13 0.054
H -2.332179 -22.780476 -33.540634 -0.01 -0.05 -0.01 0.079
H -0.608953 -23.120394 -33.251575 0.13 0.18 -0.75 0.076
H -1.615942 -20.515552 -33.748062 0.03 0.08 -0.05 0.045
C -1.989245 -25.070991 -31.025811 -0.72 -0.56 -0.72 -0.173
O -0.701697 -24.574159 -30.773159 0.26 0.17 0.18 -0.121
H -2.784243 -24.669556 -30.394925 0.25 0.17 0.24 0.076
H -2.297705 -24.885916 -32.062580 0.15 0.26 0.03 0.067
H -2.018731 -26.161930 -30.940769 0.22 0.02 0.29 0.074
H -0.771183 -23.858458 -30.129674 -0.24 -0.22 0.06 0.025
C -3.318166 -16.871685 -28.909983 -0.23 1.18 0.08 -0.148
O -4.467899 -16.024607 -28.804485 -0.31 -0.31 -0.26 -0.129
H -2.985195 -16.740125 -29.937726 0.13 -0.23 0.04 0.073
H -2.567902 -16.443902 -28.238583 0.33 -0.57 -0.08 0.079
H -3.521995 -17.927347 -28.717989 -0.02 0.04 0.13 0.062
H -4.718783 -15.902403 -27.886738 0.10 -0.14 0.08 0.066
C 3.059887 -23.804378 -28.919803 0.18 -1.39 -0.07 -0.134
O 4.369686 -23.314055 -29.189614 -0.06 0.39 0.32 -0.123
H 3.007559 -24.411661 -28.008226 0.25 0.24 0.18 0.081
H 2.340494 -23.003786 -28.806263 0.20 0.22 -0.30 0.043
H 2.789621 -24.505126 -29.714784 -0.49 0.35 -0.12 0.094
H 4.954718 -24.063399 -29.325946 -0.02 -0.03 0.01 0.092
C 2.459816 -21.058997 -31.004439 0.62 -1.54 0.51 -0.151
O 3.840365 -20.985133 -30.710262 0.65 1.19 -0.25 -0.134
H 2.285981 -21.866036 -31.722476 -0.29 0.23 -0.25 0.090
H 1.936458 -21.358398 -30.091056 -0.41 0.38 -0.07 0.039
H 2.100024 -20.110741 -31.387595 0.09 0.10 0.02 0.079
H 4.260393 -21.805705 -30.413714 -0.76 -0.11 0.03 0.041
C -1.281132 -19.082443 -31.542087 0.19 1.07 0.05 -0.153
O -2.486223 -19.469565 -32.166285 -0.07 -0.34 0.09 -0.126
H -0.642400 -18.655148 -32.315907 0.19 -0.35 -0.04 0.090
H -1.410214 -18.253883 -30.832591 -0.30 -0.10 0.07 0.062
H -0.761897 -19.857530 -30.982793 -0.02 -0.33 -0.35 0.053
H -2.949828 -20.100247 -31.585614 0.17 0.04 -0.01 0.040
C -0.128281 -19.064539 -24.566211 -0.20 0.00 -0.16 -0.123
O -0.713228 -20.375918 -24.540520 0.29 0.44 0.06 -0.137
H -0.491959 -18.498466 -25.427942 -0.04 0.03 0.06 0.078
H -0.371716 -18.535241 -23.644120 0.15 0.11 -0.03 0.082
H 0.952060 -19.141282 -24.667346 -0.01 -0.21 0.11 0.074
H -1.618772 -20.234337 -24.251169 -0.07 -0.39 -0.05 0.088
```
Positions in Å, forces in eV/Å.